[1]
The following is a DFT calculation (ωB97M-V with the def2-TZVPD basis set) of C40H28ClN7O2Ti as an isolated structure in a non-equilibrium geometry.

Output
Expectation value of S²: 2.0440
Energy relative to the best compared isomer or geometry (same formula, charge and spin) (kJ/mol): 759.0
Orbital gap (spin up / spin down) (eV): 3.975 / 6.956
Net charge: 0
2S+1: 3

Structure (XYZ):
```
79
C40H28ClN7O2Ti (ωB97M-V with the def2-TZVPD basis set)
Ti -0.31222 0.52984 0.35490
Cl -5.94859 5.43913 -0.80563
C -4.61246 4.40624 -0.38729
C -4.24433 4.44033 0.93255
C -3.22576 3.59983 1.34959
C -2.44469 2.78572 0.52944
O -1.45780 2.02358 0.88499
C -2.64166 3.04663 -0.85139
C -1.85394 2.31145 -1.88457
N -0.94803 1.43114 -1.66279
C -0.06408 1.06729 -2.73254
C -0.56870 0.97426 -4.02606
C 0.19492 0.46776 -5.08530
C 1.49926 0.18920 -4.79441
C 2.04267 0.29362 -3.45506
C 3.40725 0.28703 -3.09421
C 3.72137 0.30855 -1.76051
C 2.81091 0.39341 -0.73423
N 1.49022 0.75387 -0.93945
C 1.21383 0.73149 -2.35855
C -3.81008 3.68826 -1.25478
H -4.77170 5.13641 1.44310
H -2.81288 3.63097 2.34774
H -1.92539 2.70194 -2.94894
H -1.58988 1.34666 -4.18065
H -0.32009 0.42421 -6.08210
H 2.26405 -0.12549 -5.56986
H 4.19864 0.17334 -3.82009
H 4.69955 0.19433 -1.46282
H 3.10871 0.35583 0.36552
H -4.11675 3.66216 -2.29389
O -3.33399 -2.34965 0.68824
C -2.47739 -1.54299 0.81433
N -1.77686 -0.86626 -0.20178
C -2.44434 -1.13132 -1.51382
C -1.57183 -2.06043 -2.40081
C -1.94958 -2.35938 -3.75637
C -1.05054 -3.14755 -4.46572
C 0.22624 -3.37535 -3.93592
C 0.44833 -3.07938 -2.60177
N -0.44994 -2.46325 -1.87267
C -1.98011 -1.30054 2.23169
C -2.51781 -1.99935 3.36241
C -2.00792 -1.70073 4.64158
C -0.98246 -0.81817 4.80966
C -0.58461 -0.12632 3.69714
N -1.01376 -0.34175 2.45860
H -2.55942 -0.20516 -2.09063
H -3.40367 -1.56284 -1.32894
H -2.89900 -2.06491 -4.12630
H -1.26579 -3.58770 -5.43471
H 0.93065 -3.89952 -4.57880
H 1.23250 -3.46836 -1.99196
H -3.24306 -2.72721 3.07821
H -2.32462 -2.10321 5.52786
H -0.56638 -0.44296 5.77781
H 0.35018 0.43463 3.85500
C 2.33378 3.08231 2.91852
C 1.44839 2.62904 2.02128
N 1.32700 1.30505 1.57237
C 2.18130 0.43419 2.26276
C 3.17517 0.90617 3.14862
C 3.31425 2.37211 3.48670
C 4.18286 -0.10346 3.57937
C 4.05684 -1.49027 3.26963
C 2.91725 -1.85680 2.42063
C 2.70498 -3.22904 2.10820
C 1.41374 -3.60700 1.38944
C 0.82394 -2.56291 0.78596
N 0.89053 -1.29303 1.22845
C 1.97635 -0.90081 1.95702
H 2.33621 3.93960 3.45404
H 0.78175 3.16787 1.69583
H 4.00864 2.25457 4.33096
H 4.74547 0.29181 4.28407
H 4.74855 -2.17085 3.63489
H 3.38298 -4.20287 2.51153
H 1.46410 -4.58240 1.27460
H 0.01876 -2.76257 0.00008
```

[2]
The following is a DFT calculation (ωB97M-V with the def2-TZVPD basis set) of an isolated molecule of C4H4ClF in a non-equilibrium geometry.

Output
Energy relative to the best compared isomer or geometry (same formula, charge and spin) (kJ/mol): 0.0
Orbital gap (eV): 10.262
Net charge: 0
2S+1: 1
SMILES: C=C(Cl)/C=C/F

Structure (XYZ):
```
10
C4H4ClF (ωB97M-V with the def2-TZVPD basis set)
C -1.53143 -0.09599 1.09960
C -0.71722 0.16083 0.09186
Cl -1.37866 0.42679 -1.51307
C 0.74159 0.26090 0.15078
C 1.46216 -0.61773 0.83928
F 2.78794 -0.52475 0.95373
H -2.59197 -0.16156 0.98599
H -1.11445 -0.16440 2.11156
H 1.25836 1.04360 -0.38385
H 1.06311 -1.49835 1.33587
```

[3]
The following is a DFT calculation (ωB97M-V with the def2-TZVPD basis set) of an isolated molecule of C5H8OS in a non-equilibrium geometry.

Output
Energy relative to the best compared isomer or geometry (same formula, charge and spin) (kJ/mol): 335.1
Orbital gap (eV): 9.775
Net charge: 0
2S+1: 1
SMILES: C[C@]12CSC[C@@H]1O2

Structure (XYZ):
```
15
C5H8OS (ωB97M-V with the def2-TZVPD basis set)
C 1.88311 0.01946 0.60287
C 0.82901 -0.08545 -0.51176
C 0.02006 1.20598 -0.74037
S -1.27430 0.95011 0.62682
C -0.90386 -0.94192 0.84734
C -0.27310 -1.02342 -0.53806
O 0.96084 -1.29591 -1.21358
H 2.79457 0.39828 0.16223
H 2.10365 -0.95244 0.99292
H 1.58512 0.69710 1.42213
H -0.44869 1.22393 -1.71578
H 0.54613 2.17353 -0.55491
H -1.85994 -1.46722 0.95887
H -0.28641 -1.11058 1.72784
H -1.06361 -0.84501 -1.27386
```

[4]
The following is a DFT calculation (ωB97M-V with the def2-TZVPD basis set) of a 7-piece molecular cluster, C5H23NO6 overall in a non-equilibrium geometry.

Output
Expectation value of S²: 0.7541
Energy relative to the best compared isomer or geometry (same formula, charge and spin) (kJ/mol): 217.7
Orbital gap (spin up / spin down) (eV): 11.168 / 5.804
Net charge: +1
2S+1: 2

Structure (XYZ):
```
35
C5H23NO6 (ωB97M-V with the def2-TZVPD basis set)
C 0.15479 2.82913 -1.39465
N -0.29645 1.58220 -0.82666
C -1.75387 1.43766 -0.86328
C -2.16244 0.09728 -0.17451
C -2.39766 0.28795 1.29454
C -1.42468 0.51873 2.16863
H -0.05325 3.69647 -0.76520
H -0.21250 3.03314 -2.40280
H 1.22569 2.78008 -1.63131
H -0.02675 1.36948 0.14269
H -2.01588 1.31944 -1.92790
H -2.23596 2.35843 -0.52547
H -1.40905 -0.55981 -0.62122
H -3.07670 -0.21472 -0.68360
H -3.43392 0.29637 1.60741
H -0.36563 0.47440 1.92871
H -1.71311 0.64730 3.20386
H 1.61401 -3.04287 1.20326
H 2.48671 -1.98716 0.74864
O 1.99890 -2.74769 0.37476
H 2.82775 0.17144 1.29652
H 2.62041 -0.15498 2.79225
O 2.55450 -0.52657 1.90286
H -0.28247 -0.04827 -3.59167
H 0.58145 -1.30810 -3.37027
O 0.46791 -0.53293 -3.93282
H 0.08571 -2.20163 -0.60141
H -0.37468 -3.39056 -1.34277
O -0.45471 -2.42740 -1.37464
H 0.46030 -1.55284 3.39816
H -0.03474 -0.56239 4.33744
O 0.80677 -0.95433 4.07419
H 2.44479 -0.51366 -2.01345
H 1.23652 -0.20984 -1.15672
O 2.15828 0.03622 -1.27357
```

[5]
The following is a DFT calculation (ωB97M-V with the def2-TZVPD basis set) of an isolated ion of composition C5H8N3O2S2 and charge -1 in a non-equilibrium geometry.

Output
Orbital gap (spin up / spin down) (eV): 6.543 / 6.536
Net charge: -1
2S+1: 1

Structure (XYZ):
```
20
C5H8N3O2S2 (ωB97M-V with the def2-TZVPD basis set)
C -0.70526 0.68082 -0.32497
C 0.19035 0.60264 0.65717
C 0.83005 -1.05371 -1.33899
C 2.73244 -1.68125 -0.06480
C -1.60690 2.43940 2.06329
N 1.35614 0.00405 0.63634
N 1.62731 -0.83488 -0.35137
N 1.04521 -1.76542 -2.33894
O -2.97037 1.57015 -1.11715
O -2.39488 -0.99624 -1.21869
S -0.07559 1.49030 2.29421
S -2.45131 0.46731 -0.29627
H 2.83361 -2.43142 -0.77761
H 3.78316 -1.08885 -0.14137
H 2.68704 -2.18180 0.95492
H -2.36256 1.86826 1.57019
H -1.34124 3.15055 1.33851
H -1.92203 3.00019 2.87535
H 0.23610 -2.05739 -2.98396
H -1.49127 -1.18272 -1.43585
```

[6]
The following is a DFT calculation (ωB97M-V with the def2-TZVPD basis set) of C14H15AsBr2CrN2OS3 as an isolated structure in a non-equilibrium geometry.

Output
Expectation value of S²: 6.1320
Orbital gap (spin up / spin down) (eV): 5.244 / 6.056
Net charge: 0
2S+1: 5

Structure (XYZ):
```
39
C14H15AsBr2CrN2OS3 (ωB97M-V with the def2-TZVPD basis set)
Cr -0.92128 0.76311 0.10796
Br 0.10262 0.51021 6.65136
C -0.22798 0.61981 4.79106
C -1.53968 0.67591 4.31296
C -1.72388 0.75411 2.95206
N -0.73138 0.77271 2.05576
C 0.55472 0.72391 2.53056
C 0.82272 0.65031 3.90286
C 1.54622 0.75491 1.50386
C 2.92282 0.64091 1.71936
C 3.77912 0.71111 0.64716
Br 5.64122 0.45831 0.87666
C 3.26012 0.96031 -0.64154
C 1.90442 1.03251 -0.78404
N 1.02612 0.88101 0.22776
H -2.38488 0.65531 4.98016
H -2.73298 0.80371 2.55996
H 1.83892 0.61721 4.25906
H 3.30462 0.48491 2.71426
H 3.92002 1.09991 -1.48104
H 1.45972 1.21761 -1.75764
S -5.41328 0.80551 0.60706
C -3.80878 0.79831 0.24946
S -2.84888 -0.64289 0.16756
S -2.83628 2.19051 -0.02524
C 1.12682 -1.71029 -2.33564
As -0.59118 -0.86129 -2.75174
C -0.62718 -0.43749 -4.65574
C -1.90238 -2.26599 -2.45294
O -0.84368 0.56491 -1.98394
H 1.11582 -2.72069 -2.74354
H 1.23702 -1.76079 -1.25054
H 1.95972 -1.14909 -2.76184
H -0.42578 -1.31829 -5.26354
H 0.10742 0.34461 -4.86564
H -1.62448 -0.04839 -4.87834
H -1.74828 -3.06319 -3.18284
H -2.90798 -1.85539 -2.56094
H -1.78988 -2.65769 -1.44024
```

[7]
The following is a DFT calculation (ωB97M-V with the def2-TZVPD basis set) of a 3-piece molecular cluster, C33H27FO7P overall in a non-equilibrium geometry.

Output
Orbital gap (eV): 4.515
Net charge: -1
2S+1: 1

Structure (XYZ):
```
69
C33H27FO7P (ωB97M-V with the def2-TZVPD basis set)
C 5.25543 4.43914 0.14146
C 5.15036 5.32319 1.51645
O 5.55468 4.71690 2.66596
O 4.70652 6.71741 1.64362
C 3.40751 6.95949 0.99299
P 1.88190 6.35691 1.96435
C 1.33625 5.10696 0.63255
C 1.50171 3.52179 1.14086
O 2.37578 2.71262 0.51430
F 0.67339 3.08208 2.32514
H 5.48999 3.31838 0.46041
H 6.05573 4.80450 -0.63004
H 4.20262 4.39228 -0.41416
H 3.30326 8.14683 0.91626
H 3.49198 6.58146 -0.11046
H 2.60900 5.31029 2.66075
H 2.25220 7.27354 3.02824
H 1.02751 7.37164 1.36567
H 0.71392 5.95844 2.75252
H 1.78960 5.26589 -0.43342
H 0.15707 5.24625 0.50554
C 2.42793 -5.53627 4.96644
C 3.55283 -4.71414 5.02736
C 3.50573 -3.42554 4.49297
C 2.33321 -2.96140 3.88448
C 1.21650 -3.79222 3.80177
C 1.26008 -5.07884 4.35441
C -0.00922 -3.33112 3.11835
O -0.99182 -4.05901 3.04838
C -0.03057 -1.98445 2.51329
C -1.16556 -1.55652 1.81220
C -1.19915 -0.27933 1.24830
C -0.10635 0.57534 1.39045
C 1.02777 0.14961 2.08354
C 1.06911 -1.13671 2.63761
C 2.28686 -1.59062 3.33791
O 3.24951 -0.84178 3.45929
H 2.46164 -6.53721 5.39107
H 4.46706 -5.07530 5.49310
H 4.38614 -2.78745 4.54879
H 0.38771 -5.72816 4.30568
H -2.02425 -2.21646 1.69936
H -2.07942 0.04899 0.69985
H -0.13506 1.57291 0.95752
H 1.87902 0.82059 2.18625
C -5.68834 -0.17576 -6.68894
C -5.71717 -1.43121 -7.29559
C -5.12951 -2.52692 -6.66127
C -4.49995 -2.36440 -5.42122
C -4.44973 -1.10435 -4.82634
C -5.05553 -0.00939 -5.45624
C -3.74532 -0.91150 -3.54232
O -3.70380 0.19435 -3.01735
C -3.08469 -2.06800 -2.90503
C -2.36419 -1.88782 -1.71706
C -1.74755 -2.97874 -1.10064
C -1.85612 -4.25075 -1.66197
C -2.56853 -4.43217 -2.84831
C -3.17575 -3.33648 -3.47606
C -3.89670 -3.53254 -4.74930
O -3.98868 -4.64935 -5.24574
H -6.15433 0.67636 -7.17892
H -6.19932 -1.55826 -8.26232
H -5.16043 -3.50507 -7.13840
H -5.03217 0.97465 -4.99132
H -2.27725 -0.89854 -1.27056
H -1.18419 -2.83569 -0.18106
H -1.38198 -5.10195 -1.17816
H -2.64487 -5.42734 -3.28327
```

[8]
The following is a DFT calculation (ωB97M-V with the def2-TZVPD basis set) of a 7-piece molecular cluster, CH15O7 overall in a non-equilibrium geometry.

Output
Energy relative to the best compared isomer or geometry (same formula, charge and spin) (kJ/mol): 60.8
Orbital gap (eV): 9.181
Net charge: -1
2S+1: 1

Structure (XYZ):
```
23
CH15O7 (ωB97M-V with the def2-TZVPD basis set)
C -0.53778 2.73544 0.64215
O -0.37426 1.58323 1.38790
H 0.10970 2.80698 -0.25078
H -0.33237 3.68169 1.17319
H -1.56040 2.80427 0.24819
H 0.52097 -1.04625 1.66546
H -0.65232 -1.13188 2.67518
O -0.30629 -1.63249 1.91406
H 0.50464 -2.59490 0.48167
H 1.57315 -2.09545 -0.40248
O 1.08095 -2.91728 -0.24144
H -1.09989 -0.99592 -1.63636
H -0.17591 -1.99994 -2.33266
O -0.77884 -1.27365 -2.51446
H 0.45616 0.25067 -2.82306
H 0.78805 1.18271 -1.68395
O 1.15016 0.88175 -2.51177
H -1.49694 -1.16592 0.64934
H -1.38696 0.25134 0.25520
O -1.85921 -0.54951 -0.02008
H 0.51688 1.14211 1.27533
H 2.36974 0.23335 1.02510
O 1.49077 -0.15038 1.02428
```